[1]
{"formula": "C30H45GdNO3P2S", "method": "wB97M-V/def2-TZVPD", "spin_multiplicity": 8, "gap_ev": [5.79, 6.13], "relative_energy_kcal_mol": 125.2, "homo_ev": [-8.257, -9.237], "total_charge": 1, "lumo_ev": [-2.46, -3.10], "total_energy_ev": -89707.437, "species": ["Gd", "C", "C", "C", "C", "C", "C", "H", "H", "H", "C", "H", "H", "H", "C", "H", "H", "H", "C", "H", "H", "H", "C", "H", "H", "H", "C", "C", "C", "C", "C", "C", "C", "C", "H", "H", "H", "H", "H", "H", "H", "H", "H", "H", "H", "H", "P", "C", "C", "P", "C", "C", "C", "H", "H", "H", "H", "H", "H", "H", "H", "H", "H", "H", "H", "H", "H", "O", "C", "N", "S", "O", "O", "C", "C", "C", "C", "C", "C", "H", "H", "H", "H"], "xyz": [[0.17, 1.86, -0.11], [2.69, 1.43, 0.68], [2.70, 1.60, -0.75], [2.20, 3.64, 0.21], [2.42, 2.71, 1.26], [2.38, 2.97, -1.03], [3.10, 0.23, 1.45], [3.01, -0.69, 0.86], [2.48, 0.10, 2.34], [4.15, 0.29, 1.78], [2.56, 3.05, 2.71], [2.22, 2.23, 3.35], [1.98, 3.94, 2.97], [3.61, 3.26, 2.98], [1.95, 5.10, 0.38], [2.90, 5.67, 0.43], [1.40, 5.31, 1.31], [1.38, 5.52, -0.46], [2.49, 3.66, -2.36], [3.30, 4.41, -2.36], [1.56, 4.19, -2.61], [2.69, 2.95, -3.17], [3.21, 0.62, -1.76], [3.84, 1.09, -2.53], [2.39, 0.11, -2.30], [3.81, -0.17, -1.29], [-0.04, -2.97, 1.17], [1.28, -3.00, 0.88], [1.86, -2.59, -0.44], [1.27, -3.27, -1.72], [0.19, -2.67, -2.50], [-0.54, -1.44, -2.15], [-0.72, -1.20, -0.59], [-1.02, -2.53, 0.14], [2.94, -2.84, -0.43], [1.01, -4.32, -1.49], [1.82, -1.51, -0.58], [-1.03, -3.38, -0.66], [-0.44, -3.23, 2.15], [2.01, -3.33, 1.62], [-2.02, -2.45, 0.60], [0.20, -0.72, -0.19], [-0.04, -0.55, -2.61], [-1.58, -0.51, -0.40], [2.13, -3.35, -2.41], [0.27, -2.88, -3.57], [-2.11, -4.04, -1.71], [-3.08, -5.15, -0.68], [-1.37, -5.10, -2.97], [-2.18, -1.23, -2.92], [-3.12, -2.66, -2.29], [-2.13, -1.51, -4.70], [-3.02, 0.29, -2.55], [-3.91, -4.60, -0.22], [-2.44, -5.59, 0.10], [-3.47, -5.96, -1.32], [-2.18, -5.73, -3.37], [-0.61, -5.74, -2.51], [-0.92, -4.53, -3.79], [-4.05, 0.20, -2.92], [-2.52, 1.12, -3.07], [-3.05, 0.51, -1.47], [-3.80, -2.35, -1.48], [-3.72, -3.08, -3.12], [-2.23, -0.53, -5.20], [-2.98, -2.14, -4.98], [-1.20, -1.99, -5.03], [-0.87, 3.52, 1.03], [-0.92, 2.81, 2.11], [-0.48, 1.52, 2.00], [-0.56, 0.63, 3.44], [0.79, 0.35, 3.89], [-1.49, -0.46, 3.24], [-1.19, 2.06, 4.28], [-1.38, 2.15, 5.66], [-1.77, 3.38, 6.20], [-1.93, 4.50, 5.37], [-1.70, 4.42, 3.99], [-1.32, 3.16, 3.46], [-1.22, 1.26, 6.27], [-1.94, 3.46, 7.28], [-2.24, 5.45, 5.82], [-1.81, 5.28, 3.34]], "lowdin_charge": [1.5147, -0.3175, -0.3536, -0.3209, -0.2918, -0.3624, -0.0280, 0.0458, 0.0607, 0.1015, -0.0222, 0.0612, 0.0767, 0.0992, -0.0401, 0.0947, 0.0711, 0.0809, -0.0496, 0.0967, 0.0740, 0.0684, -0.0486, 0.0859, 0.0590, 0.0826, -0.0856, -0.1006, -0.1925, -0.1792, -0.1956, -0.4172, -0.2194, -0.2889, 0.1230, 0.1160, 0.0637, -0.0441, 0.1081, 0.1062, 0.1179, 0.0544, 0.1120, 0.0635, 0.1258, 0.0909, 0.8327, -0.2100, -0.2439, 0.9158, -0.3831, -0.1499, -0.1767, 0.0564, 0.0666, 0.0526, 0.0431, 0.0674, 0.0355, 0.0821, 0.0689, 0.0563, 0.0879, 0.0720, 0.0698, 0.0686, 0.0668, -0.1683, -0.4811, -0.2206, 0.6976, -0.2830, -0.2921, -0.2123, -0.0197, -0.0373, -0.0454, 0.0299, -0.1302, 0.1276, 0.1157, 0.1146, 0.1289]}

[2]
{"formula": "C30H45N3O7P2Pb", "method": "wB97M-V/def2-TZVPD", "spin_multiplicity": 1, "gap_ev": [5.04, 4.99], "homo_ev": [-13.550, -13.547], "total_charge": 2, "lumo_ev": [-8.51, -8.55], "total_energy_ev": -74442.393, "species": ["Pb", "C", "C", "C", "C", "C", "C", "H", "H", "H", "C", "H", "H", "H", "C", "H", "H", "H", "C", "H", "H", "H", "C", "H", "H", "H", "C", "C", "C", "C", "C", "C", "C", "C", "H", "H", "H", "H", "H", "H", "H", "H", "H", "H", "H", "H", "P", "P", "C", "C", "H", "H", "H", "H", "C", "H", "H", "H", "C", "H", "H", "H", "C", "H", "H", "H", "C", "H", "H", "H", "O", "N", "O", "C", "C", "C", "C", "O", "C", "C", "N", "O", "O", "N", "O", "O", "H", "H"], "xyz": [[-0.71, -0.42, 0.83], [-0.38, -3.24, 2.73], [0.96, -3.25, 2.22], [0.87, -1.75, 3.97], [-0.42, -2.32, 3.81], [1.73, -2.33, 3.00], [-1.52, -4.02, 2.23], [-1.31, -4.46, 1.25], [-2.43, -3.40, 2.14], [-1.76, -4.85, 2.92], [-1.61, -2.02, 4.64], [-2.53, -2.10, 4.05], [-1.55, -1.01, 5.06], [-1.70, -2.72, 5.49], [1.23, -0.72, 4.96], [1.19, -1.10, 5.99], [0.53, 0.14, 4.90], [2.25, -0.35, 4.78], [3.17, -2.05, 2.84], [3.77, -2.55, 3.61], [3.36, -0.97, 2.92], [3.53, -2.39, 1.86], [1.46, -4.09, 1.12], [1.94, -5.01, 1.50], [2.22, -3.55, 0.52], [0.64, -4.40, 0.44], [-1.69, 0.41, -4.97], [-1.78, -0.93, -5.01], [-0.98, -1.79, -5.94], [0.48, -1.32, -6.20], [1.20, -0.70, -5.05], [1.35, 0.63, -4.90], [0.50, 1.68, -5.57], [-0.95, 1.27, -5.94], [-1.49, -1.83, -6.93], [0.47, -0.62, -7.05], [-0.97, -2.83, -5.58], [-0.97, 0.82, -6.95], [-2.35, 1.00, -4.33], [-2.57, -1.46, -4.46], [-1.53, 2.21, -6.01], [0.45, 2.56, -4.90], [2.20, 1.04, -4.33], [0.99, 2.02, -6.49], [1.06, -2.21, -6.53], [1.76, -1.39, -4.41], [-1.31, -0.16, -1.65], [1.80, 0.80, -0.25], [-0.12, 1.03, -2.36], [0.85, 1.82, -1.45], [-0.70, 1.71, -3.00], [0.48, 0.40, -3.04], [1.58, 2.35, -2.09], [0.27, 2.57, -0.89], [2.89, 1.98, 0.61], [3.54, 1.40, 1.28], [2.31, 2.70, 1.21], [3.51, 2.52, -0.12], [2.96, -0.18, -1.25], [3.52, 0.47, -1.93], [2.43, -0.96, -1.81], [3.66, -0.66, -0.55], [-3.04, 0.19, -2.01], [-3.67, -0.64, -1.66], [-3.24, 0.32, -3.08], [-3.34, 1.10, -1.46], [-0.80, -1.83, -2.17], [0.16, -2.14, -1.73], [-0.72, -1.90, -3.26], [-1.57, -2.55, -1.83], [-0.16, 4.98, 6.59], [-0.95, 4.05, 6.35], [-1.62, 3.47, 7.23], [-1.08, 3.61, 4.97], [-0.31, 4.26, 3.99], [-0.37, 3.80, 2.69], [-0.93, 2.50, 2.43], [-0.42, 1.79, 1.49], [-1.91, 2.01, 3.36], [-1.92, 2.54, 4.65], [-2.79, 0.91, 3.07], [-2.76, 0.32, 1.93], [-3.64, 0.60, 3.92], [0.32, 4.50, 1.62], [1.35, 5.15, 1.90], [-0.12, 4.39, 0.46], [0.35, 5.08, 4.24], [-2.56, 2.08, 5.41]], "lowdin_charge": [1.1961, -0.1984, -0.1766, -0.1379, -0.1627, -0.1436, 0.0049, 0.0852, 0.1008, 0.1260, 0.0193, 0.0960, 0.0897, 0.1315, 0.0226, 0.1275, 0.0998, 0.0937, 0.0108, 0.1247, 0.0905, 0.0837, 0.0059, 0.1268, 0.0903, 0.0864, -0.1466, -0.1406, -0.1751, -0.1757, -0.1243, -0.1485, -0.1666, -0.1695, 0.1323, 0.1125, 0.1127, 0.1181, 0.0779, 0.1110, 0.1265, 0.1110, 0.1105, 0.1306, 0.1260, 0.1055, 0.7539, 0.7983, -0.3880, -0.3671, 0.0942, 0.0333, 0.1025, 0.0597, -0.2229, 0.0475, 0.0330, 0.0731, -0.2494, 0.0613, 0.0286, 0.0446, -0.2187, 0.0715, 0.0252, 0.0747, -0.2442, 0.0396, 0.0229, 0.0661, 0.0866, -0.3158, 0.0810, -0.1169, 0.1216, -0.0556, -0.2498, -0.2569, -0.0756, 0.1094, -0.2639, -0.1823, 0.1091, -0.2984, 0.0870, 0.0699, 0.1482, 0.1417]}

[3]
{"formula": "C30H45N4O9PS", "method": "wB97M-V/def2-TZVPD", "spin_multiplicity": 1, "gap_ev": 9.46, "homo_ev": -9.019, "lumo_ev": 0.44, "smiles": "CCP(CC)[C@@](C#N)(CC#N)CCCCSc1nnco1.O=C1CCCO1.O=C1CCCO1.O=C1CCCO1.O=C1CCCO1", "total_energy_ev": -76350.955, "species": ["C", "C", "P", "C", "C", "C", "C", "N", "C", "C", "N", "C", "C", "C", "C", "S", "C", "N", "N", "C", "O", "H", "H", "H", "H", "H", "H", "H", "H", "H", "H", "H", "H", "H", "H", "H", "H", "H", "H", "H", "H", "H", "O", "C", "C", "C", "C", "O", "H", "H", "H", "H", "H", "H", "O", "C", "C", "C", "C", "O", "H", "H", "H", "H", "H", "H", "O", "C", "C", "C", "C", "O", "H", "H", "H", "H", "H", "H", "O", "C", "C", "C", "C", "O", "H", "H", "H", "H", "H", "H"], "xyz": [[1.27, -4.81, 0.52], [1.19, -3.82, -0.65], [2.43, -2.45, -0.48], [3.04, -2.19, -2.21], [4.51, -1.72, -2.21], [1.44, -0.91, 0.01], [2.43, -0.03, 0.60], [3.22, 0.67, 1.04], [0.76, -0.23, -1.18], [0.23, 1.09, -0.89], [-0.15, 2.12, -0.58], [0.49, -1.39, 1.14], [-0.19, -0.28, 1.97], [-1.72, -0.33, 1.98], [-2.32, -0.55, 0.61], [-4.13, -0.36, 0.67], [-4.50, -0.77, -1.01], [-3.88, -1.77, -1.57], [-4.34, -1.84, -2.89], [-5.21, -0.88, -2.99], [-5.37, -0.15, -1.86], [2.22, -4.67, 1.04], [1.26, -5.82, 0.13], [0.46, -4.68, 1.23], [0.17, -3.46, -0.80], [1.46, -4.33, -1.56], [2.41, -1.55, -2.83], [3.01, -3.17, -2.67], [4.60, -0.66, -2.04], [5.03, -2.28, -1.44], [4.96, -2.01, -3.15], [1.50, -0.06, -1.95], [-0.01, -0.85, -1.62], [1.10, -1.99, 1.81], [-0.22, -2.07, 0.69], [0.16, 0.71, 1.72], [0.10, -0.45, 3.00], [-2.07, -1.06, 2.69], [-2.09, 0.63, 2.34], [-1.95, 0.15, -0.13], [-2.15, -1.55, 0.24], [-5.75, -0.63, -3.88], [8.34, 5.52, 1.05], [7.43, 4.75, 1.06], [5.97, 5.03, 1.36], [5.41, 3.64, 1.60], [6.31, 2.77, 0.74], [7.59, 3.44, 0.76], [5.53, 5.51, 0.48], [5.88, 5.69, 2.22], [4.35, 3.53, 1.35], [5.53, 3.37, 2.65], [5.97, 2.71, -0.30], [6.43, 1.77, 1.13], [-10.61, -2.62, 0.22], [-9.88, -1.70, 0.01], [-10.21, -0.40, -0.71], [-8.83, 0.18, -1.02], [-7.99, -0.40, 0.10], [-8.59, -1.67, 0.41], [-10.77, 0.24, -0.02], [-10.81, -0.59, -1.59], [-8.80, 1.26, -1.07], [-8.48, -0.21, -1.98], [-8.01, 0.22, 1.00], [-6.96, -0.55, -0.19], [7.38, 2.29, -4.28], [8.07, 3.06, -3.67], [8.34, 4.51, -4.01], [9.57, 4.83, -3.15], [9.38, 3.88, -1.98], [8.71, 2.72, -2.53], [7.47, 5.10, -3.72], [8.53, 4.63, -5.08], [9.64, 5.87, -2.85], [10.48, 4.57, -3.70], [8.74, 4.30, -1.20], [10.32, 3.56, -1.53], [-4.12, -1.00, 3.98], [-5.02, -1.78, 3.85], [-6.49, -1.49, 4.05], [-7.09, -2.90, 4.13], [-6.12, -3.70, 3.27], [-4.84, -3.05, 3.45], [-6.86, -0.95, 3.18], [-6.65, -0.91, 4.95], [-8.12, -2.97, 3.79], [-7.06, -3.25, 5.16], [-6.38, -3.67, 2.21], [-6.03, -4.74, 3.59]], "lowdin_charge": [-0.1584, -0.4018, 1.0692, -0.4104, -0.1554, -0.5549, -0.2681, 0.2106, -0.1464, -0.2375, 0.1882, -0.1766, -0.1632, -0.2483, -0.4602, 0.9985, -0.6579, 0.0371, 0.0572, -0.1857, 0.0173, 0.0459, 0.0628, 0.0633, 0.0681, 0.0632, 0.0628, 0.0673, 0.0643, 0.0530, 0.0673, 0.1056, 0.1349, 0.1127, 0.0853, 0.0952, 0.1149, 0.0949, 0.1134, 0.0589, 0.0594, 0.1284, 0.1110, -0.4982, -0.0715, -0.1603, -0.1499, 0.0077, 0.1303, 0.1238, 0.1057, 0.1194, 0.1267, 0.1229, 0.1277, -0.4862, -0.0689, -0.1452, -0.1558, 0.0192, 0.1316, 0.1254, 0.1197, 0.1137, 0.1291, 0.0752, 0.1113, -0.4960, -0.0752, -0.1470, -0.1408, 0.0271, 0.1289, 0.1219, 0.1160, 0.1160, 0.0939, 0.1315, 0.0938, -0.5090, -0.0661, -0.1453, -0.1415, 0.0254, 0.1167, 0.1259, 0.1169, 0.1174, 0.1267, 0.1244]}